# 1
{"formula": "C25H21BBrN4O10SY", "method": "the ωB97M-V functional and the def2-TZVPD basis", "total_energy_ha": -4972.14073, "homo_lumo_gap_ev": 7.80, "lumo_energy_ev": -0.40, "largest_force_ev_per_a": 0.253, "e_above_lowest_ev": 0.000, "species": ["Y", "Br", "S", "O", "O", "O", "O", "O", "O", "O", "O", "O", "O", "N", "N", "N", "N", "C", "C", "C", "C", "C", "C", "C", "C", "C", "C", "C", "C", "C", "C", "C", "C", "C", "C", "C", "C", "C", "C", "C", "C", "C", "B", "H", "H", "H", "H", "H", "H", "H", "H", "H", "H", "H", "H", "H", "H", "H", "H", "H", "H", "H", "H", "H"], "coordinates": [[-0.458429, -0.503296, 0.339380], [-0.894149, 1.848518, -2.108593], [0.695016, 3.615129, 2.802063], [4.556415, -2.950588, 6.046734], [-2.281071, -2.661025, -1.957634], [4.881602, -2.562359, 1.073745], [1.234844, -1.674166, 0.948092], [3.882693, -0.707384, 0.643778], [-1.040599, -0.928539, 2.340030], [2.582875, -2.937866, 6.907457], [3.274070, 0.883506, -5.005931], [-1.343594, -2.263673, 4.106421], [-3.590121, -0.860901, -1.448938], [0.313994, 1.656474, 1.241051], [1.086594, 0.021290, -1.632872], [3.348882, -2.816456, 5.974520], [4.013026, -1.744554, 1.278002], [-5.683549, -4.788828, -4.930346], [2.585232, 0.565069, -3.898457], [1.694190, -1.856106, 2.161294], [-5.662282, -6.126543, -4.178034], [-5.975620, -2.566793, -3.685698], [2.978221, -0.437875, -3.016619], [-3.477983, -2.776213, -2.616987], [3.083611, -1.981775, 2.385431], [2.782525, -2.483718, 4.664150], [1.419827, 1.283950, -3.643238], [2.052851, 2.693663, 2.327497], [-0.634587, -1.751680, 3.272647], [-4.758318, -4.880351, -6.151566], [-4.271327, -1.684094, -2.308740], [-5.191989, -3.674412, -4.003893], [1.415289, -2.319113, 4.527621], [1.667305, 1.689219, 1.504394], [-0.307745, 2.620072, 1.868149], [-7.108566, -4.547149, -5.428317], [-3.906189, -3.777589, -3.454101], [0.864652, -1.988983, 3.301759], [0.726061, 0.954729, -2.503011], [-5.532889, -1.552162, -2.833809], [2.199711, -0.672996, -1.905664], [3.641549, -2.323580, 3.595666], [-2.335573, -1.466573, -1.204801], [0.758581, -2.448065, 5.376145], [4.055098, 0.323795, -5.089739], [-6.311952, -6.088568, -3.302006], [-3.259790, -4.618806, -3.666166], [-4.657992, -6.381433, -3.838484], [2.459946, -1.434554, -1.186049], [3.873194, -1.021890, -3.183970], [1.082814, 2.054750, -4.318879], [-6.010424, -6.931344, -4.829385], [-7.820660, -4.498174, -4.602626], [2.321779, 0.941169, 1.075531], [-1.375689, 2.771631, 1.817306], [3.044541, 2.924910, 2.676470], [-3.730019, -5.097273, -5.860041], [-6.160049, -0.704564, -2.593153], [4.707521, -2.450251, 3.710969], [-7.409992, -5.369954, -6.078934], [-5.092598, -5.676139, -6.821157], [-6.968932, -2.477431, -4.100559], [-4.758511, -3.941097, -6.707754], [-7.184332, -3.623369, -6.004717]], "forces_ev_per_a": [[-0.1, -0.1, 0.1], [-0.1, 0.1, 0.0], [0.0, 0.0, 0.0], [0.0, 0.0, 0.0], [0.0, 0.0, 0.0], [0.0, 0.0, 0.0], [0.2, 0.1, 0.1], [0.0, 0.0, 0.0], [0.0, 0.0, -0.2], [0.0, 0.0, 0.0], [0.0, 0.0, 0.0], [0.0, 0.0, 0.0], [0.0, 0.0, 0.0], [0.1, 0.1, 0.0], [-0.2, -0.1, 0.1], [0.0, 0.0, 0.0], [-0.1, 0.0, 0.1], [0.0, 0.0, 0.0], [0.0, 0.0, 0.0], [0.0, 0.0, 0.0], [0.0, 0.0, 0.0], [0.0, 0.0, 0.0], [-0.1, 0.0, 0.0], [0.0, 0.0, 0.0], [0.1, -0.1, -0.1], [0.1, 0.0, 0.1], [0.0, 0.0, 0.0], [0.0, 0.0, 0.0], [0.0, 0.0, 0.0], [0.0, 0.0, 0.0], [0.0, 0.0, 0.0], [0.0, 0.0, 0.0], [0.0, 0.0, -0.1], [0.0, 0.0, 0.0], [-0.1, 0.0, 0.0], [0.0, 0.0, 0.0], [0.0, 0.0, 0.0], [0.0, 0.0, 0.1], [0.1, 0.0, -0.1], [0.0, 0.0, 0.0], [0.1, 0.0, 0.0], [-0.1, 0.0, 0.0], [0.1, 0.0, 0.0], [0.0, 0.0, 0.0], [0.0, 0.0, 0.0], [0.0, 0.0, 0.0], [0.0, 0.0, 0.0], [0.0, 0.0, 0.0], [0.0, 0.0, 0.0], [0.0, 0.0, 0.0], [0.0, 0.0, 0.0], [0.0, 0.0, 0.0], [0.0, 0.0, 0.0], [0.0, 0.0, 0.0], [0.0, 0.0, 0.0], [0.0, 0.0, 0.0], [0.0, 0.0, 0.0], [0.0, 0.0, 0.0], [0.0, 0.0, 0.0], [0.0, 0.0, 0.0], [0.0, 0.0, 0.0], [0.0, 0.0, 0.0], [0.0, 0.0, 0.0], [0.0, 0.0, 0.0]]}



# 2
{"formula": "C25H21BrN6O3OsS", "method": "the ωB97M-V functional and the def2-TZVPD basis", "total_charge": 1, "total_energy_ha": -4582.17473, "s2": 8.820, "homo_lumo_gap_ev": [5.64, 6.43], "spin_multiplicity": 6, "lumo_energy_ev": [-2.98, -4.39], "largest_force_ev_per_a": 0.673, "e_above_lowest_ev": 0.000, "species": ["Os", "Br", "S", "O", "O", "O", "N", "N", "N", "N", "N", "N", "C", "C", "C", "C", "C", "C", "C", "C", "C", "C", "C", "C", "C", "C", "C", "C", "C", "C", "C", "C", "C", "C", "C", "C", "C", "H", "H", "H", "H", "H", "H", "H", "H", "H", "H", "H", "H", "H", "H", "H", "H", "H", "H", "H", "H", "H"], "coordinates": [[0.847772, 0.390163, -0.216211], [-4.929789, -1.416819, 3.973624], [2.310935, -1.449464, -0.849846], [2.818573, 0.884210, 0.713575], [0.465806, -0.292566, 1.559541], [-1.724445, 0.091359, -2.408479], [-0.439264, -3.112277, 0.599674], [1.234600, 1.726229, -1.733881], [3.688529, -0.085124, 0.954459], [-0.740537, -1.314156, -0.864661], [-2.506327, -2.634148, -0.390074], [-0.707605, 1.648476, -0.004367], [5.568470, -1.999309, 1.457957], [-3.296892, -3.617848, 0.324800], [2.287810, 1.709960, -2.544495], [2.433121, 2.648452, -3.562418], [-3.144474, -0.046069, 2.262205], [-1.763913, 3.627852, -1.042801], [1.470299, 3.611963, -3.733544], [4.577167, -2.225413, 0.532455], [-3.239348, -0.989241, 3.249467], [5.598161, -0.786370, 2.148230], [-1.888889, 0.272617, 1.676546], [-1.210698, -2.379776, -0.195745], [-3.024170, -1.674582, -1.349425], [4.644856, 0.154870, 1.879515], [0.354127, 3.668787, -2.880013], [-1.787619, -0.831586, -1.635458], [-0.784147, 2.667952, -0.942088], [0.275721, 2.698959, -1.871784], [-1.699647, 4.602531, -2.063607], [3.611672, -1.249397, 0.276648], [-0.876355, -1.359863, 3.159885], [-1.850163, 1.262457, 0.680865], [-2.103355, -1.645165, 3.733315], [-0.759763, -0.443849, 2.128694], [-0.677947, 4.636820, -2.968930], [-2.185189, -2.360209, 4.539286], [-0.641065, 5.386916, -3.746781], [0.021544, -1.862601, 3.497474], [0.538695, -2.870852, 0.654546], [-3.819136, -1.059153, -0.924026], [-3.203077, -4.614784, -0.108339], [-3.008490, -3.639349, 1.376836], [-2.575602, 3.658468, -0.331020], [-4.029403, 0.475853, 1.920793], [6.316030, -2.756311, 1.649581], [6.352704, -0.570595, 2.889727], [-3.385277, -2.153727, -2.260396], [-2.784659, 1.701458, 0.358473], [1.564606, 4.343545, -4.526960], [4.573851, 1.122030, 2.351966], [3.014256, 0.930204, -2.368089], [-4.341005, -3.316922, 0.281499], [4.516290, -3.153280, -0.017893], [-0.773530, -3.953732, 1.033018], [3.301552, 2.598538, -4.202623], [-2.485393, 5.343875, -2.120728]], "forces_ev_per_a": [[-0.1, -0.4, 0.5], [-0.1, 0.0, 0.0], [0.2, -0.1, 0.0], [0.2, 0.1, 0.0], [-0.4, 0.0, 0.3], [0.0, 0.1, 0.0], [0.1, -0.1, -0.2], [-0.1, 0.1, -0.3], [0.0, 0.2, 0.1], [-0.3, 0.0, -0.3], [0.0, 0.0, 0.0], [-0.2, 0.2, 0.0], [0.0, 0.0, 0.0], [0.0, 0.0, 0.0], [-0.1, 0.0, 0.0], [0.0, 0.0, 0.0], [0.1, 0.0, 0.0], [-0.1, 0.2, -0.1], [0.0, 0.1, -0.1], [0.0, 0.0, 0.0], [0.1, 0.0, 0.0], [0.0, 0.0, 0.0], [-0.2, 0.2, -0.1], [0.1, 0.1, 0.1], [0.0, -0.1, 0.1], [0.0, 0.0, 0.0], [0.0, 0.1, 0.0], [0.1, -0.1, 0.0], [-0.1, -0.2, 0.2], [0.3, -0.2, 0.0], [-0.1, -0.1, 0.1], [-0.1, 0.0, -0.1], [0.0, -0.1, 0.2], [0.2, 0.1, -0.2], [0.0, 0.0, 0.0], [0.4, 0.0, -0.1], [0.1, -0.1, 0.0], [0.0, 0.0, 0.0], [0.0, 0.0, 0.0], [0.0, 0.0, 0.0], [0.0, 0.0, 0.0], [0.0, 0.0, 0.0], [0.0, 0.0, 0.0], [0.0, 0.0, 0.0], [0.0, 0.0, 0.0], [0.0, 0.0, 0.0], [0.0, 0.0, 0.0], [0.0, 0.0, 0.0], [0.0, 0.0, 0.0], [0.0, 0.0, 0.0], [0.0, 0.0, 0.0], [0.0, 0.0, 0.0], [0.0, 0.0, 0.0], [0.0, 0.0, 0.0], [0.0, 0.0, 0.0], [0.0, 0.0, 0.0], [0.0, 0.0, 0.0], [0.0, 0.0, 0.0]]}



# 3
{"formula": "C25H21ClN2O2Yb", "method": "the ωB97M-V functional and the def2-TZVPD basis", "total_charge": -1, "total_energy_ha": -2844.30291, "s2": 0.751, "homo_lumo_gap_ev": [6.49, 6.49], "spin_multiplicity": 2, "lumo_energy_ev": [2.58, 2.57], "largest_force_ev_per_a": 5.136, "species": ["Yb", "Cl", "O", "O", "N", "N", "C", "C", "C", "C", "C", "C", "C", "C", "C", "C", "C", "C", "C", "C", "C", "C", "C", "C", "C", "C", "C", "C", "C", "C", "C", "H", "H", "H", "H", "H", "H", "H", "H", "H", "H", "H", "H", "H", "H", "H", "H", "H", "H", "H", "H", "H"], "coordinates": [[-3.261710, 1.048692, -0.017795], [-3.617127, -0.975206, 1.309776], [2.571500, 1.239612, 0.249502], [-1.505187, -0.143547, -1.297678], [0.689200, -1.001003, -1.575799], [0.370540, 0.891057, -0.379214], [-0.944851, 3.089720, 1.117230], [5.618992, -0.722991, -2.950620], [-0.421446, 2.050301, 1.948612], [-5.361949, 0.764517, -0.912844], [1.452357, -3.214964, 0.158838], [1.896972, -0.901234, -0.789723], [-5.511087, 2.594096, 0.498736], [-4.891360, 3.022101, -0.717891], [4.448792, -0.167140, -3.502293], [1.598503, -3.652135, 2.535018], [1.292180, -4.092085, 1.240826], [-2.678271, 2.203861, 2.389133], [-5.735845, 1.193501, 0.404164], [-2.340958, 3.204297, 1.392889], [1.676033, 0.546062, -0.242406], [5.556207, -1.504409, -1.790550], [2.244545, -1.499644, 1.662758], [2.074902, -2.359515, 2.750831], [4.335768, -1.654119, -1.122500], [-1.506287, 1.482763, 2.701956], [-0.274580, -0.092527, -1.073211], [1.859183, -1.889162, 0.382927], [-4.804028, 1.896250, -1.596144], [3.187634, -1.008129, -1.604549], [3.228727, -0.320910, -2.824347], [-4.714928, 4.064635, -0.991905], [0.969631, -5.115626, 1.038859], [0.621022, 1.770200, 2.024640], [4.487302, 0.400805, -4.439453], [4.271210, -2.265088, -0.218448], [2.671413, -0.506753, 1.823123], [2.313113, 0.109710, -3.248892], [1.472747, -4.342674, 3.372794], [-6.212891, 0.587789, 1.171263], [0.342703, -1.869336, -1.967933], [6.451950, -1.973998, -1.382558], [-1.413397, 0.674908, 3.418649], [1.251660, -3.562513, -0.868218], [6.585579, -0.555578, -3.445163], [-0.381597, 3.695130, 0.427668], [-5.360342, -0.267377, -1.260943], [-5.917798, 3.252610, 1.275461], [-3.013119, 3.961843, 0.985604], [-3.665974, 2.040795, 2.789881], [-4.367852, 1.901121, -2.594943], [2.362218, -2.028713, 3.744886]], "forces_ev_per_a": [[4.4, 0.5, 2.6], [-0.1, -0.7, 0.2], [-0.7, -0.9, -0.4], [-0.6, 0.3, 0.1], [-1.8, -0.2, -0.5], [-0.4, -1.1, -1.0], [-0.6, -0.9, 1.2], [-0.1, 0.0, -0.2], [-1.5, 0.5, 0.5], [-0.9, 0.4, -0.2], [-0.2, 0.0, 0.3], [0.3, -0.5, 0.1], [0.0, -0.4, -1.0], [-0.9, -0.4, -0.1], [-0.1, -0.3, 0.5], [-0.2, -0.3, 0.0], [0.4, 0.4, -0.4], [-0.1, 0.3, -1.2], [-0.8, 0.5, -0.8], [0.1, -0.6, -0.1], [0.2, 1.1, 0.3], [-0.4, 0.3, -0.2], [-0.1, 0.1, 0.4], [0.2, -0.3, -0.6], [-0.1, 0.2, -0.2], [1.1, 1.0, -0.8], [2.5, 1.1, 0.6], [0.2, -0.4, -0.1], [-1.0, 0.3, 0.0], [-0.2, 0.2, -0.1], [0.7, 0.1, -0.4], [0.3, -0.5, 0.2], [0.1, 0.3, 0.2], [-0.2, -0.1, -0.2], [0.0, -0.2, 0.4], [0.1, 0.3, -0.2], [-0.3, -0.2, -0.1], [0.4, -0.1, 0.4], [0.0, 0.3, -0.2], [0.3, 0.1, -0.3], [0.2, 0.1, 0.4], [-0.2, 0.1, -0.2], [-0.1, 0.0, -0.2], [0.0, 0.2, 0.6], [-0.5, -0.1, 0.2], [0.1, 0.0, -0.1], [-0.1, 0.3, 0.0], [0.7, -0.4, -0.2], [0.3, -0.2, 0.3], [-0.1, 0.0, 0.2], [-0.2, 0.0, 0.2], [-0.1, -0.1, -0.1]]}



# 4
{"formula": "C25H21ClNO6S2", "method": "the ωB97M-V functional and the def2-TZVPD basis", "total_charge": -1, "total_energy_ha": -2727.91621, "homo_lumo_gap_ev": 5.19, "lumo_energy_ev": 1.55, "largest_force_ev_per_a": 3.868, "e_above_lowest_ev": 1.906, "species": ["Cl", "S", "S", "O", "O", "O", "O", "O", "O", "N", "C", "C", "C", "C", "C", "C", "C", "C", "C", "C", "C", "C", "C", "C", "C", "C", "C", "C", "C", "C", "C", "C", "C", "C", "C", "H", "H", "H", "H", "H", "H", "H", "H", "H", "H", "H", "H", "H", "H", "H", "H", "H", "H", "H", "H", "H"], "coordinates": [[-4.656567, 0.346958, 6.377014], [-0.704636, 1.423226, -1.640365], [-1.105412, -0.754510, -3.493957], [0.440791, 2.247103, -1.311190], [-0.215996, -1.496285, -4.367036], [-1.864974, 1.398928, -0.780781], [-2.405809, -1.267688, -3.107123], [2.659272, -1.051572, 2.271550], [3.396890, -0.118968, 0.369698], [0.373815, 0.518878, 1.974879], [5.427261, -0.524850, -0.758963], [-1.094866, 3.281809, -3.688174], [1.296771, -3.668190, 1.279477], [-1.399274, 0.924950, -4.197093], [0.683400, -0.833609, -1.088482], [-3.852376, 1.416993, 4.049459], [-0.871496, -2.668455, 1.708722], [2.472797, -0.323687, 1.315723], [-0.802699, -1.994458, 0.487454], [-0.231060, -0.225512, -1.953396], [-1.657083, 1.015924, 3.078121], [-1.364366, 0.100125, 4.120020], [-2.924536, 1.643819, 3.036327], [1.379979, -2.986893, 0.060400], [-1.405356, 3.601364, -5.012733], [0.413310, -1.979029, -0.215629], [-1.691801, 1.249720, -5.539183], [-1.163897, 1.943816, -3.281586], [0.204114, -3.463209, 2.134669], [-0.677508, 1.280196, 2.058487], [1.214280, 0.378182, 0.975921], [-2.283535, -0.114944, 5.152268], [4.565470, -0.995048, 0.394589], [-3.515276, 0.552157, 5.112190], [-1.729589, 2.598434, -5.933071], [5.596519, 0.560586, -0.670167], [-0.391345, -0.400835, 4.141711], [-1.697143, -2.434873, 2.378615], [1.313261, 1.209617, 0.268672], [4.230779, -2.037112, 0.232080], [-1.873990, 0.461720, -6.283942], [-1.576810, -1.303490, 0.138180], [-4.824127, 1.918449, 4.040066], [4.941400, -0.762844, -1.725376], [-0.767934, 4.055247, -2.987698], [2.241802, -3.149602, -0.614851], [-3.133151, 2.323813, 2.203782], [-0.926548, 2.104608, 1.355160], [6.372229, -1.065670, -0.701882], [5.013624, -0.896689, 1.403682], [1.736962, -0.559879, -1.256426], [2.112411, -4.307340, 1.641189], [0.175059, -3.916833, 3.134011], [-1.371932, 4.640662, -5.329307], [-2.068169, -0.756027, 6.003474], [-2.012935, 2.860817, -6.959179]], "forces_ev_per_a": [[-0.4, -0.2, 0.6], [1.2, -1.6, -1.0], [0.3, 0.4, 2.8], [-0.4, 0.5, 0.5], [-0.7, 0.3, 0.2], [0.0, 0.8, 0.1], [0.2, -0.3, -1.1], [0.2, 0.3, -0.3], [0.9, -0.5, -0.7], [-2.5, -0.5, 1.6], [-0.1, -0.1, 0.1], [-0.2, -0.2, -0.1], [-0.3, -0.1, 0.1], [0.4, 0.2, -0.2], [1.7, -0.5, 0.8], [0.3, -0.3, 0.3], [0.3, 0.2, -0.3], [-1.0, -0.6, 0.5], [0.3, 0.2, 0.3], [-2.2, 2.0, -2.5], [-0.6, -0.4, 1.1], [-0.4, 0.2, 0.4], [0.6, -0.2, 0.3], [0.1, 0.5, 0.6], [0.0, -0.2, 0.2], [0.0, -1.5, -0.8], [0.0, -0.3, 0.2], [0.1, 0.1, -0.5], [-0.3, 0.1, -0.2], [1.1, 0.0, -1.3], [1.8, 1.8, -1.6], [-0.2, 0.5, -0.5], [-0.9, 0.4, 0.3], [0.5, 0.5, -1.3], [-0.1, -0.4, 0.4], [0.0, -0.4, -0.2], [-0.4, 0.3, -0.2], [0.0, -0.4, -0.2], [0.3, -0.3, 0.1], [0.1, 0.5, 0.3], [0.1, 0.3, 0.5], [0.2, -0.2, 0.4], [0.3, -0.2, 0.0], [0.2, 0.3, 0.5], [-0.2, -0.3, -0.2], [-0.5, 0.3, 0.5], [0.0, -0.3, 0.3], [0.3, -0.6, 0.2], [0.2, 0.1, -0.2], [0.0, -0.2, -0.7], [-0.3, -0.2, 0.6], [-0.3, 0.2, -0.4], [0.1, 0.2, -0.5], [0.0, -0.2, 0.0], [0.1, 0.0, -0.2], [0.2, -0.2, 0.4]]}